{
  "formula": "C65H52BrIN9O5S3Ti",
  "method": "ωB97M-V/def2-TZVPD",
  "species": ["Ti", "C", "C", "N", "C", "C", "C", "O", "C", "C", "N", "C", "C", "C", "C", "C", "C", "I", "C", "O", "H", "H", "H", "H", "H", "H", "H", "H", "H", "H", "H", "H", "N", "S", "N", "S", "N", "S", "N", "C", "C", "C", "C", "C", "C", "C", "C", "C", "C", "C", "C", "C", "C", "C", "C", "C", "C", "C", "C", "C", "C", "C", "C", "C", "C", "C", "C", "C", "C", "C", "C", "C", "C", "C", "C", "H", "H", "H", "H", "H", "H", "H", "H", "H", "H", "H", "H", "H", "H", "H", "H", "H", "H", "H", "H", "H", "H", "H", "H", "H", "H", "H", "H", "H", "H", "O", "C", "C", "C", "C", "C", "C", "C", "N", "C", "C", "N", "H", "H", "H", "H", "H", "H", "H", "Br", "C", "C", "N", "C", "C", "C", "C", "O", "O", "H", "H", "H"],
  "positions_angstrom": [[1.005, -0.889, 1.616], [-2.792, 2.973, 2.693], [-0.159, 3.039, 2.435], [0.289, 4.469, 2.077], [1.470, 4.725, 1.340], [2.320, 3.735, 1.048], [3.635, 4.125, 0.420], [4.647, 4.415, 1.385], [2.001, 2.339, 1.332], [2.957, 1.384, 1.217], [2.904, 0.034, 1.459], [3.965, -0.678, 0.861], [4.288, -0.414, -0.479], [5.258, -1.118, -1.170], [5.974, -2.117, -0.529], [5.717, -2.368, 0.809], [4.740, -1.658, 1.493], [4.575, -2.078, 3.533], [0.516, 2.033, 1.480], [0.361, 0.736, 2.006], [-3.709, 3.314, 2.207], [-2.755, 3.383, 3.704], [-2.833, 1.886, 2.763], [1.641, 5.761, 1.077], [3.511, 5.041, -0.159], [3.976, 3.341, -0.262], [4.692, 3.669, 1.993], [3.952, 1.731, 0.939], [3.710, 0.339, -0.996], [5.437, -0.890, -2.214], [6.732, -2.687, -1.052], [6.291, -3.116, 1.338], [-0.074, 2.124, 0.184], [-1.435, 2.928, 0.036], [-1.271, 2.439, -2.258], [-1.423, 1.127, -2.884], [-1.031, -0.279, -2.222], [0.415, -0.742, -1.752], [0.743, -0.867, -0.332], [1.579, 0.258, -2.682], [1.775, 1.550, -2.207], [2.669, 2.373, -2.877], [3.378, 1.901, -3.973], [3.177, 0.605, -4.427], [2.265, -0.223, -3.789], [0.558, -2.349, -2.523], [1.723, -3.047, -2.236], [1.898, -4.314, -2.770], [0.921, -4.866, -3.587], [-0.243, -4.160, -3.863], [-0.429, -2.894, -3.327], [-3.135, 0.741, -3.320], [-3.871, 1.821, -3.787], [-5.177, 1.626, -4.203], [-5.742, 0.357, -4.155], [-4.998, -0.717, -3.692], [-3.687, -0.529, -3.273], [-0.714, 1.136, -4.559], [-0.737, 0.013, -5.375], [-0.242, 0.099, -6.667], [0.263, 1.307, -7.136], [0.265, 2.426, -6.316], [-0.231, 2.345, -5.021], [-2.858, 1.825, 0.075], [-4.085, 2.336, -0.322], [-5.194, 1.505, -0.367], [-5.066, 0.165, -0.024], [-3.833, -0.335, 0.377], [-2.723, 0.495, 0.432], [-1.575, 3.407, 1.934], [-0.024, 2.745, 3.878], [-0.220, 3.748, 4.791], [-0.425, 5.082, 4.449], [-0.388, 5.429, 3.046], [-1.158, 4.863, 1.868], [1.204, 1.895, -1.342], [2.806, 3.393, -2.539], [4.083, 2.547, -4.482], [3.724, 0.235, -5.286], [2.092, -1.223, -4.161], [2.468, -2.618, -1.579], [2.791, -4.872, -2.521], [1.059, -5.858, -3.999], [-1.010, -4.597, -4.490], [-1.335, -2.336, -3.509], [-3.408, 2.801, -3.797], [-5.759, 2.466, -4.564], [-6.770, 0.211, -4.463], [-5.438, -1.706, -3.651], [-3.110, -1.346, -2.864], [-1.132, -0.920, -5.001], [-0.244, -0.775, -7.305], [0.659, 1.372, -8.141], [0.664, 3.365, -6.680], [-0.240, 3.191, -4.344], [-4.162, 3.381, -0.605], [-6.154, 1.898, -0.680], [-5.926, -0.492, -0.072], [-3.734, -1.377, 0.653], [-1.755, 0.120, 0.745], [0.079, 1.711, 4.158], [-0.173, 3.496, 5.848], [-0.523, 5.874, 5.175], [-0.092, 6.450, 2.813], [-1.439, 5.540, 1.067], [-0.596, -1.915, 1.930], [-1.417, -2.259, 2.890], [-2.549, -3.030, 2.572], [-3.444, -3.426, 3.542], [-3.240, -3.070, 4.874], [-2.123, -2.330, 5.203], [-1.199, -1.918, 4.240], [-0.013, -1.160, 4.627], [1.060, -0.908, 3.895], [1.891, -0.121, 4.658], [1.334, 0.081, 5.876], [0.129, -0.582, 5.845], [-2.678, -3.314, 1.535], [-4.303, -4.026, 3.266], [-3.936, -3.379, 5.643], [-1.952, -2.093, 6.248], [2.814, 0.260, 4.261], [1.665, 0.640, 6.732], [-0.563, -0.584, 6.571], [-1.681, -7.780, 1.798], [-0.595, -6.367, 2.452], [-0.650, -6.037, 3.797], [0.088, -5.064, 4.320], [0.867, -4.366, 3.496], [0.969, -4.623, 2.135], [0.234, -5.668, 1.599], [1.854, -3.788, 1.243], [2.385, -4.298, 0.273], [1.999, -2.567, 1.636], [-1.307, -6.576, 4.470], [1.456, -3.568, 3.933], [0.318, -5.901, 0.546]],
  "mulliken_charge": [-0.29, -1.83, 0.76, 0.59, -0.48, 0.29, -1.42, -0.59, -0.02, -1.06, 1.03, -0.25, 0.28, -0.46, -1.09, -0.21, -0.48, 0.06, 0.28, 0.87, 0.39, 0.54, 0.19, 0.44, 0.52, 0.33, 0.43, 0.57, 0.32, 0.43, 0.37, 0.42, 0.31, -0.34, -1.19, 1.84, -0.13, 1.09, -0.05, 1.66, 0.52, -0.98, -0.99, -1.23, -0.67, 0.54, -0.54, -0.61, -0.90, -1.01, -0.58, 0.30, -0.37, -0.93, -0.51, -0.92, -0.26, 0.74, -0.22, -0.94, -0.58, -0.84, -0.57, 0.72, -0.66, -0.88, -0.87, -0.84, 0.79, 2.30, -0.92, -0.41, -1.64, -0.09, -1.13, 0.10, 0.53, 0.40, 0.41, 0.54, 0.28, 0.43, 0.38, 0.45, 0.11, 0.49, 0.43, 0.39, 0.43, 0.39, 0.38, 0.45, 0.39, 0.42, 0.43, 0.40, 0.42, 0.37, 0.34, 0.32, -0.03, 0.36, 0.31, 0.56, 0.26, 0.49, 0.24, -0.46, -1.02, -1.09, -0.78, -0.36, 0.62, 1.08, -0.41, -1.44, 0.20, 0.66, 0.45, 0.41, 0.36, 0.31, 0.42, 0.21, -0.22, -0.04, -0.38, -0.62, -0.11, 0.39, -0.66, -0.40, -0.69, 0.01, 0.37, 0.71, 0.61],
  "gap_ha": 0.1984,
  "de_lowest_ev": 0.000,
  "total_charge": -1,
  "e_tot_ev": -225658.885
}